# 1
Here is a molecular structure, C30H20Br2CoF6N5O2Sb in a non-equilibrium geometry from OMol25. Energies are from the ωB97M-V functional and the def2-TZVPD basis.

Each line ends with the Löwdin charge.
Geometry (Å):
Co  0.124  0.047  0.012  0.619
C  10.099  9.064  -0.176  -0.066
O  8.704  9.258  -0.104  -0.061
C  7.891  8.199  -0.076  -0.272
C  6.517  8.488  -0.057  0.020
C  5.592  7.481  -0.083  -0.008
C  6.005  6.140  -0.115  -0.164
C  7.372  5.853  -0.111  -0.021
C  8.308  6.863  -0.087  -0.006
C  5.010  5.104  -0.140  -0.246
N  3.709  5.306  -0.059  0.193
C  3.134  4.088  -0.079  -0.164
C  4.124  3.088  -0.182  -0.121
N  5.303  3.766  -0.223  0.192
C  3.830  1.710  -0.297  -0.064
C  4.732  0.657  -0.540  0.033
C  4.228  -0.612  -0.706  -0.003
C  2.853  -0.847  -0.591  -0.056
N  1.986  0.122  -0.336  0.038
C  2.456  1.385  -0.216  -0.142
C  1.447  2.384  -0.086  -0.113
N  0.176  1.912  -0.078  0.038
C  -0.817  2.790  -0.151  -0.054
C  -0.598  4.168  -0.194  -0.009
C  0.684  4.669  -0.124  0.045
C  1.749  3.760  -0.073  -0.055
H  10.532  10.061  -0.213  0.099
H  10.377  8.515  -1.080  0.100
H  10.467  8.537  0.708  0.099
H  6.220  9.524  -0.039  0.125
H  4.535  7.690  -0.096  0.113
H  7.728  4.834  -0.133  0.105
H  9.355  6.608  -0.086  0.107
H  6.222  3.368  -0.321  0.155
H  5.793  0.842  -0.609  0.121
H  4.876  -1.446  -0.926  0.122
H  2.471  -1.851  -0.707  0.104
H  -1.823  2.394  -0.197  0.123
H  -1.448  4.824  -0.290  0.118
H  0.887  5.728  -0.120  0.129
C  2.359  -0.139  2.906  0.008
C  0.903  -0.123  3.219  -0.260
C  0.472  -0.172  4.559  0.031
C  -0.862  -0.178  4.871  0.014
C  -1.803  -0.164  3.826  -0.164
C  -3.214  -0.187  3.990  -0.570
Br  -3.962  -0.198  5.716  0.895
C  -4.058  -0.175  2.901  -0.135
C  -3.551  -0.127  1.608  -0.552
Br  -4.700  -0.081  0.125  0.904
C  -2.162  -0.080  1.365  -0.329
O  -1.660  0.027  0.195  -0.069
C  -1.292  -0.111  2.510  -0.106
N  0.028  -0.066  2.230  0.162
H  2.943  -0.145  3.822  0.090
H  2.635  0.729  2.308  0.080
H  2.588  -1.041  2.339  0.097
H  1.209  -0.203  5.346  0.124
H  -1.194  -0.196  5.899  0.095
H  -5.128  -0.191  3.046  0.110
F  0.160  -1.801  -0.254  -0.388
Sb  -0.176  -3.869  0.154  1.515
F  1.695  -3.979  -0.245  -0.358
F  -0.545  -3.925  -1.694  -0.333
F  -0.440  -5.670  0.571  -0.322
F  -1.932  -3.280  0.582  -0.346
F  0.340  -3.287  1.918  -0.366

Atomic forces in eV per Å
0.99 -0.71 0.01
0.29 -0.06 0.00
-0.14 0.36 0.06
-0.44 -0.49 -0.06
0.38 0.09 -0.02
0.12 -0.44 -0.03
0.73 0.44 0.00
-0.63 0.11 -0.01
0.27 0.50 -0.03
-0.55 -0.37 0.06
0.22 0.54 0.03
0.95 -1.03 -0.15
-1.00 0.57 0.06
0.20 0.22 0.00
-0.56 -0.31 -0.05
-0.39 -0.20 0.05
0.18 0.31 0.06
-0.18 -0.18 0.00
1.13 0.06 -0.14
0.70 0.01 -0.12
-0.08 0.71 -0.03
-0.02 1.29 -0.17
0.02 -0.15 0.01
0.26 0.19 0.04
-0.23 -0.30 0.08
-0.11 -0.63 0.01
0.02 -0.09 0.02
-0.02 0.00 0.04
0.03 0.01 -0.03
-0.05 0.13 -0.01
-0.11 0.09 0.04
0.06 -0.12 0.03
0.12 0.03 -0.02
-0.09 0.07 0.03
0.11 0.01 -0.04
0.03 -0.04 0.02
-0.19 -0.03 0.07
0.05 -0.07 0.03
-0.06 0.06 0.06
0.01 0.12 -0.05
0.01 -0.07 -0.07
-0.15 0.02 0.38
-0.19 0.00 0.03
0.08 -0.02 -0.19
0.59 0.02 -0.50
-0.24 0.03 0.42
0.13 -0.03 -0.40
-0.22 -0.01 -0.44
-0.97 0.01 -0.25
0.23 -0.03 0.40
0.62 0.11 -1.07
-2.44 -0.19 1.16
0.59 -0.04 0.92
-0.31 -0.07 -0.21
0.07 0.02 -0.01
0.04 0.00 0.01
0.05 -0.02 -0.05
0.09 0.00 0.05
0.02 -0.04 0.00
-0.02 -0.02 0.00
-0.14 -1.57 -0.05
0.75 1.72 0.28
-0.85 -0.08 0.18
-0.03 -0.16 0.72
0.06 0.44 -0.14
0.50 -0.29 -0.22
-0.28 -0.43 -0.77

Results
⟨S²⟩   2.037
Charge   +1
HOMO (alpha / beta)   -10.2 / -10.2 eV
Spin multiplicity   3


# 2
Here is a molecular structure, C30H20BrF5HgN6O4S2 in a non-equilibrium geometry from OMol25. Energies are from the ωB97M-V functional and the def2-TZVPD basis.

Each line ends with the Löwdin charge.
Geometry (Å):
Hg  0.438  0.227  0.780  0.881
C  -3.370  0.983  0.063  -0.098
O  -2.280  0.572  -0.729  -0.146
C  -2.458  0.483  -2.068  -0.203
C  -3.659  0.751  -2.705  -0.069
C  -3.727  0.623  -4.083  -0.680
Br  -5.375  1.009  -4.948  0.706
C  -2.653  0.227  -4.835  -0.087
C  -1.432  -0.044  -4.208  -0.061
C  -1.324  0.087  -2.819  -0.178
O  -0.162  -0.043  -2.134  -0.030
C  -0.333  -0.394  -5.102  -0.247
N  -0.306  -0.002  -6.360  0.163
C  0.849  -0.509  -6.883  -0.232
C  1.412  -0.398  -8.153  -0.030
C  2.620  -1.026  -8.371  -0.119
C  3.266  -1.767  -7.375  -0.111
C  2.723  -1.901  -6.114  -0.017
C  1.522  -1.254  -5.883  -0.186
N  0.747  -1.154  -4.767  0.191
H  -4.184  0.250  0.030  0.100
H  -3.742  1.968  -0.242  0.101
H  -2.984  1.055  1.078  0.004
H  -4.532  1.061  -2.153  0.093
H  -2.701  0.137  -5.908  0.102
H  0.265  -0.922  -2.275  0.034
H  0.917  0.164  -8.931  0.102
H  3.087  -0.941  -9.342  0.090
H  4.209  -2.241  -7.603  0.092
H  3.199  -2.471  -5.332  0.111
H  0.915  -1.665  -3.904  0.095
F  -3.121  -1.835  7.155  0.094
C  -2.705  -0.994  6.189  -0.144
C  -2.498  -1.447  4.890  -0.146
F  -2.725  -2.743  4.598  0.086
C  -2.093  -0.577  3.895  -0.241
F  -1.937  -1.067  2.648  0.018
C  -1.858  0.790  4.140  -0.616
S  -1.379  1.900  2.935  0.550
C  -2.081  1.215  5.466  -0.253
F  -1.904  2.508  5.781  0.062
C  -2.493  0.354  6.465  -0.150
F  -2.689  0.812  7.714  0.099
N  -2.395  -5.054  2.681  0.101
C  -1.491  -4.527  1.784  -0.331
C  -1.928  -4.002  0.566  -0.027
C  -1.020  -3.532  -0.361  -0.055
C  0.335  -3.584  -0.079  -0.303
C  0.787  -4.113  1.116  -0.065
C  -0.117  -4.583  2.046  -0.024
S  1.543  -2.962  -1.231  0.635
O  2.501  -3.993  -1.519  -0.297
O  0.798  -2.478  -2.405  -0.372
N  2.107  -1.690  -0.418  -0.148
C  3.056  -0.906  -0.880  -0.539
N  3.138  0.329  -0.331  0.056
C  4.079  1.145  -0.741  -0.161
C  5.011  0.786  -1.706  -0.077
C  4.855  -0.494  -2.224  -0.154
N  3.905  -1.316  -1.844  0.123
H  -3.338  -4.706  2.602  0.089
H  -2.076  -5.113  3.635  0.084
H  -2.988  -3.964  0.362  0.110
H  -1.345  -3.126  -1.305  0.111
H  1.850  -4.141  1.298  0.116
H  0.222  -4.993  2.987  0.109
H  4.078  2.134  -0.294  0.104
H  5.784  1.461  -2.034  0.084
H  5.529  -0.883  -2.982  0.104

Atomic forces in eV per Å
-0.11 0.13 0.31
-0.25 0.07 0.30
0.33 -0.07 -0.28
0.08 -0.11 -0.16
0.03 0.04 0.15
0.00 -0.05 -0.20
-0.04 0.00 0.00
-0.12 0.02 0.02
-0.36 0.09 0.57
-0.21 0.10 -0.13
0.16 -0.01 0.07
0.39 -0.03 -0.42
-0.44 0.31 0.19
0.48 -0.50 0.46
-0.04 -0.02 0.15
0.03 0.09 -0.26
0.05 -0.07 0.06
0.10 -0.05 0.05
-0.06 0.30 -0.68
-0.12 0.09 0.05
0.01 0.04 -0.09
0.02 -0.08 -0.03
-0.05 0.00 -0.09
0.01 -0.02 0.05
-0.06 0.02 -0.03
-0.19 0.11 0.13
-0.05 0.07 -0.06
0.04 -0.03 -0.07
0.09 -0.06 -0.02
0.16 -0.09 0.08
-0.04 0.01 -0.05
0.11 0.17 -0.22
0.05 0.16 -0.19
-0.09 -0.06 0.18
0.03 0.15 0.10
0.06 0.39 -0.02
-0.08 0.03 0.43
-0.29 -0.65 0.68
0.68 0.23 -0.94
0.06 -0.18 -0.40
-0.02 -0.24 0.05
-0.04 -0.21 0.11
0.00 -0.09 -0.16
-0.23 -0.21 0.23
0.20 0.03 -0.33
0.09 -0.04 0.17
0.12 0.07 -0.05
0.32 0.31 -0.46
0.05 -0.01 0.07
-0.10 0.05 -0.03
0.75 0.58 0.66
-0.18 -0.11 0.17
-0.31 -0.28 0.00
-2.11 -1.40 0.64
1.53 0.98 -0.86
-0.81 -0.14 0.54
0.38 0.04 -0.35
-0.07 0.00 0.12
0.24 0.36 -0.05
-0.25 -0.51 -0.12
0.09 0.02 0.08
-0.08 0.08 -0.05
-0.13 0.02 -0.08
-0.10 0.09 -0.10
0.09 -0.05 0.14
0.08 -0.03 0.06
0.06 0.03 0.03
0.05 0.00 -0.04
0.02 0.10 -0.06

Results
⟨S²⟩   0.758
Charge   -1
HOMO (alpha / beta)   -5.2 / -5.4 eV
Spin multiplicity   2
Relative energy (zero: lowest compared OMol25 entry of this formula, charge and spin)   0.342 eV


# 3
Here is a molecular structure, C30H21Br3F4N3OPReS3Sb from OMol25. Energies are from the ωB97M-V functional and the def2-TZVPD basis.

Each line ends with the Löwdin charge.
Geometry (Å):
Re  -0.357  -0.418  -0.435  0.659
Br  -5.031  4.411  0.304  0.882
C  -3.695  3.131  0.087  -0.658
C  -2.807  3.210  -0.978  -0.057
C  -1.824  2.251  -1.080  -0.143
N  -1.685  1.255  -0.200  -0.156
C  -2.571  1.156  0.813  -0.209
C  -3.584  2.081  0.990  -0.023
C  -2.374  -0.001  1.711  -0.172
C  -3.117  -0.195  2.864  -0.022
C  -2.830  -1.287  3.674  -0.661
Br  -3.806  -1.582  5.230  0.890
C  -1.800  -2.149  3.312  -0.057
C  -1.116  -1.897  2.143  -0.139
N  -1.393  -0.857  1.346  -0.063
H  -2.872  3.999  -1.709  0.125
H  -1.112  2.267  -1.894  0.111
H  -4.283  2.000  1.804  0.113
H  -3.900  0.488  3.143  0.112
H  -1.542  -3.004  3.915  0.122
H  -0.311  -2.540  1.818  0.073
F  3.506  3.927  -4.995  0.178
C  3.007  3.553  -3.833  -0.113
C  3.179  4.346  -2.705  -0.112
F  3.848  5.481  -2.792  0.172
C  2.644  3.931  -1.486  -0.212
F  2.861  4.708  -0.425  0.127
C  1.920  2.756  -1.347  -0.315
P  1.276  2.203  0.270  1.101
C  2.805  2.211  1.256  -0.356
C  2.932  2.854  2.480  -0.068
C  4.121  2.764  3.191  -0.053
C  5.191  2.045  2.681  -0.059
C  5.073  1.408  1.450  -0.068
C  3.883  1.484  0.749  -0.120
C  0.286  3.590  0.898  -0.374
C  0.027  4.775  0.216  -0.083
C  -0.775  5.752  0.785  -0.052
C  -1.328  5.558  2.041  -0.057
C  -1.080  4.377  2.729  -0.064
C  -0.288  3.397  2.156  -0.131
C  1.805  1.967  -2.490  -0.494
Br  1.119  0.172  -2.477  0.891
C  2.324  2.343  -3.717  -0.257
F  2.211  1.565  -4.783  0.105
H  2.119  3.444  2.880  0.099
H  4.214  3.274  4.137  0.115
H  6.120  1.995  3.231  0.114
H  5.915  0.873  1.033  0.113
H  3.805  0.997  -0.218  0.106
H  0.449  4.954  -0.761  0.103
H  -0.955  6.673  0.249  0.118
H  -1.940  6.327  2.487  0.116
H  -1.499  4.222  3.713  0.114
H  -0.099  2.480  2.706  0.109
S  -1.144  -4.066  -0.402  0.034
Sb  -1.377  -3.075  -2.580  0.686
S  -2.148  -0.940  -1.887  -0.012
S  0.418  -2.744  -0.939  -0.040
C  3.337  -1.895  0.356  -0.011
C  2.386  -1.253  1.317  -0.570
N  2.660  -1.357  2.612  0.232
O  1.366  -0.640  0.956  -0.262
H  4.355  -1.590  0.587  0.095
H  3.093  -1.601  -0.660  0.056
H  3.283  -2.980  0.438  0.101
H  3.516  -1.779  2.935  0.137
H  2.080  -0.870  3.280  0.136

Atomic forces in eV per Å
-0.03 -0.49 0.38
-0.02 0.03 0.00
0.11 -0.06 -0.05
-0.01 -0.09 0.14
-0.03 0.06 0.04
-0.04 0.02 0.11
0.01 0.02 0.05
0.15 0.04 -0.18
-0.06 0.03 0.06
0.22 -0.15 -0.08
0.10 0.01 -0.15
-0.03 -0.01 0.05
-0.04 0.11 -0.07
-0.02 -0.02 0.07
-0.12 0.13 -0.11
-0.02 0.09 -0.07
0.02 0.03 -0.04
-0.07 -0.01 0.08
-0.07 0.06 0.03
0.00 -0.04 0.05
-0.03 -0.01 0.04
-0.09 -0.07 0.18
-0.03 -0.01 0.11
-0.04 -0.05 0.02
-0.10 -0.15 0.03
0.16 0.25 -0.08
0.02 -0.09 -0.21
0.08 -0.05 -0.09
-0.14 0.02 0.03
0.07 -0.05 -0.13
-0.04 -0.01 0.08
0.04 -0.05 -0.04
0.00 -0.04 -0.03
-0.01 0.06 0.09
-0.01 0.01 0.01
0.08 0.07 -0.02
-0.02 -0.04 0.04
-0.02 -0.04 0.04
0.04 -0.09 0.01
-0.06 0.09 -0.03
-0.07 -0.05 0.00
0.02 -0.08 -0.19
0.11 0.15 -0.15
0.13 0.30 0.11
-0.02 -0.05 -0.03
0.03 0.02 -0.01
0.02 0.05 0.07
0.04 0.00 0.02
0.05 -0.03 -0.01
-0.01 -0.01 -0.05
0.00 0.01 -0.08
-0.02 0.06 -0.04
-0.06 0.06 0.04
-0.02 0.00 0.05
-0.02 -0.05 -0.03
0.07 0.00 0.09
-0.09 -0.06 -0.20
-0.09 0.09 -0.07
-0.01 -0.03 0.01
0.00 0.04 -0.04
0.18 -0.04 -0.07
0.02 0.03 0.16
-0.32 0.11 0.06
0.10 0.01 0.01
0.03 0.00 -0.01
-0.02 -0.04 0.00
-0.03 0.04 -0.01
0.06 -0.04 -0.03

Results
⟨S²⟩   2.016
Charge   +2
HOMO (alpha / beta)   -12.7 / -13.3 eV
Spin multiplicity   3
Relative energy (zero: lowest compared OMol25 entry of this formula, charge and spin)   0.039 eV